No. 1
C22H20Cl2N4O2RuSe2 | ωB97M-V/def2-TZVPD

Summary:
M ... 702.32 g mol⁻¹
LUMO (spin up / spin down) ... -3.238 / -5.716 eV
Expectation value of S² ... 8.80
Highest occupied orbital energy (spin up / spin down) ... -0.309 / -0.437 Ha
Frontier orbital gap (spin up / spin down) ... 5.17 / 6.18 eV

```
! RIJCOSX wB97M-V def2-TZVPD def2/J DEFGRID3
* xyz 1 6
Ru 0.382 -0.190 -0.352
Cl 0.100 5.826 2.923
C -0.200 4.519 1.856
C 0.497 3.359 2.005
C 0.259 2.278 1.109
N 0.901 1.117 1.101
C 1.920 0.650 2.017
O 2.442 1.397 2.836
C 2.208 -0.733 1.797
C 3.217 -1.392 2.531
C 3.464 -2.714 2.325
C 2.689 -3.427 1.358
C 1.734 -2.756 0.665
N 1.464 -1.435 0.843
C -0.760 2.418 0.078
C -1.444 3.609 -0.055
C -1.171 4.656 0.819
Cl -2.028 6.114 0.635
N -0.971 1.259 -0.662
C -2.148 0.999 -1.323
O -2.973 1.804 -1.690
C -2.377 -0.485 -1.491
C -3.528 -0.945 -2.101
C -3.756 -2.312 -2.136
C -2.833 -3.165 -1.551
C -1.698 -2.625 -0.973
N -1.469 -1.312 -0.950
H 1.239 3.245 2.780
H 3.772 -0.807 3.252
H 4.232 -3.225 2.887
H 2.842 -4.481 1.182
H 1.127 -3.260 -0.077
H -2.194 3.729 -0.819
H -4.219 -0.225 -2.516
H -4.649 -2.707 -2.602
H -2.985 -4.234 -1.538
H -0.953 -3.254 -0.504
C 2.618 -2.410 -2.581
Se 1.039 -1.305 -2.841
C 1.895 0.200 -3.742
C 3.156 0.688 -3.054
Se 2.886 1.237 -1.208
C 2.121 2.985 -1.582
H 3.162 -2.458 -3.521
H 2.270 -3.405 -2.318
H 3.241 -2.019 -1.781
H 1.129 0.974 -3.787
H 2.108 -0.122 -4.762
H 3.575 1.540 -3.590
H 3.923 -0.083 -3.028
H 2.824 3.544 -2.194
H 2.004 3.492 -0.627
H 1.157 2.899 -2.077
*
```


No. 2
C18H34BFI2N5O9 | ωB97M-V/def2-TZVPD

Summary:
M ... 748.11 g mol⁻¹
LUMO ... 1.587 eV
Highest occupied orbital energy ... -0.181 Ha
Frontier orbital gap ... 6.51 eV

```
! RIJCOSX wB97M-V def2-TZVPD def2/J DEFGRID3
* xyz -1 1
C -1.973 -0.978 1.360
C -0.583 -1.013 0.596
O -0.111 -2.400 0.766
C 0.510 -0.100 1.276
B 0.507 1.490 0.824
C -0.688 1.896 -0.245
C -0.631 3.364 -0.779
C -1.727 3.479 -1.927
F -0.984 4.361 0.177
C 1.924 1.858 0.047
C 2.613 3.163 0.225
C 3.843 3.264 -0.555
C 4.353 2.251 -1.451
N 3.687 1.087 -1.632
C 2.566 0.951 -0.889
C 0.423 2.401 2.218
I 2.124 1.960 3.560
C -0.907 2.141 3.061
C -2.101 3.090 2.712
I -0.436 2.600 5.176
H -1.723 -1.108 2.452
H -2.497 0.004 1.266
H -2.667 -1.781 1.003
H -0.689 -0.877 -0.504
H -0.278 -2.587 1.705
H 0.368 -0.255 2.388
H 1.493 -0.604 1.052
H -1.719 1.721 0.157
H -0.542 1.243 -1.154
H 0.329 3.653 -1.265
H -1.543 2.762 -2.759
H -2.736 3.297 -1.460
H -1.716 4.528 -2.315
H 2.246 3.952 0.907
H 4.442 4.205 -0.458
H 5.300 2.455 -2.004
H 2.034 -0.030 -1.016
H 0.487 3.501 2.041
H -1.249 1.083 3.072
H -2.539 2.920 1.700
H -2.917 2.881 3.456
H -1.856 4.180 2.823
C 3.646 -2.521 0.013
N 4.236 -3.269 1.156
O 5.345 -3.750 1.002
O 3.566 -3.348 2.167
H 4.351 -2.533 -0.813
H 2.719 -3.020 -0.261
H 3.461 -1.501 0.346
C -1.132 7.631 -0.271
N -1.272 7.917 -1.724
O -2.027 7.213 -2.366
O -0.615 8.841 -2.168
H -1.768 6.789 -0.016
H -0.088 7.395 -0.082
H -1.439 8.525 0.268
C 0.100 -5.651 0.181
N -1.081 -6.491 -0.155
O -1.964 -5.982 -0.819
O -1.081 -7.636 0.261
H -0.036 -4.662 -0.251
H 0.162 -5.591 1.265
H 0.978 -6.139 -0.238
C -3.042 -8.710 -2.683
N -2.781 -9.123 -4.088
O -2.459 -10.281 -4.283
O -2.909 -8.270 -4.945
H -2.891 -9.567 -2.033
H -2.345 -7.913 -2.438
H -4.071 -8.362 -2.629
*
```


No. 3
C13H16F2N3O9P | ωB97M-V/def2-TZVPD

Summary:
M ... 427.25 g mol⁻¹
Energy relative to the best compared isomer or geometry (same formula, charge and spin) ... 0.738 eV
LUMO ... -0.177 eV
SMILES ... N=[PH2]C(=O)O[C@](F)(N=C=O)C(=O)NC(=O)F.O=C1CCCO1.O=C1CCCO1
Highest occupied orbital energy ... -0.330 Ha
Frontier orbital gap ... 8.81 eV

```
! RIJCOSX wB97M-V def2-TZVPD def2/J DEFGRID3
* xyz 0 1
N 5.339 2.101 -0.424
P 5.253 1.079 -1.619
C 3.609 1.016 -2.523
O 3.459 1.765 -3.422
O 2.572 0.090 -2.203
C 1.701 0.498 -1.208
F 2.364 1.088 -0.175
N 0.995 -0.658 -0.645
C 1.416 -1.710 -1.159
O 1.526 -2.762 -1.625
C 0.633 1.530 -1.668
O 0.861 2.489 -2.338
N -0.681 1.293 -1.157
C -1.570 2.341 -1.539
O -2.043 3.111 -0.785
F -1.915 2.405 -2.828
H 4.441 2.561 -0.292
H 6.158 1.485 -2.636
H 5.554 -0.252 -1.243
H -1.071 0.415 -1.510
O -3.173 -0.193 -1.100
C -4.262 0.215 -0.802
C -5.213 -0.394 0.203
C -6.528 0.296 -0.138
C -6.051 1.627 -0.693
O -4.790 1.340 -1.321
H -4.867 -0.144 1.207
H -5.267 -1.473 0.082
H -7.207 0.401 0.707
H -7.046 -0.266 -0.917
H -5.885 2.370 0.090
H -6.734 2.041 -1.432
O 4.761 -2.765 2.065
C 3.684 -2.380 2.412
C 2.777 -3.025 3.440
C 1.439 -2.352 3.160
C 1.870 -0.999 2.619
O 3.112 -1.246 1.937
H 3.155 -2.792 4.437
H 2.736 -4.102 3.296
H 0.788 -2.278 4.030
H 0.904 -2.907 2.386
H 2.047 -0.271 3.414
H 1.150 -0.587 1.917
*
```


No. 4
C4H6N2O | ωB97M-V/def2-TZVPD

Summary:
M ... 98.10 g mol⁻¹
Energy relative to the best compared isomer or geometry (same formula, charge and spin) ... 3.969 eV
LUMO ... 0.620 eV
Highest occupied orbital energy ... -0.291 Ha
Frontier orbital gap ... 8.55 eV

```
! RIJCOSX wB97M-V def2-TZVPD def2/J DEFGRID3
* xyz 0 1
N -2.199 0.539 -0.138
C -0.888 0.329 -0.260
C -0.691 -1.089 0.011
N 0.690 -1.140 0.464
C 1.254 0.067 0.233
O 2.541 0.240 0.593
C 0.355 1.010 -0.276
H -2.662 1.277 -0.675
H -2.113 -0.762 0.294
H -0.836 -1.718 -0.878
H 1.231 -1.984 0.584
H 2.792 1.154 0.389
H 0.528 2.078 -0.339
*
```